C4H6N2O | the ωB97M-V functional and the def2-TZVPD basis

```
! wB97M-V def2-TZVPD RIJCOSX def2/J DEFGRID3
* xyz 0 1
C -2.18 0.40 0.26
C -0.76 -0.05 0.22
C -0.30 -1.09 -0.51
N 1.07 -1.03 -0.65
C 1.39 0.05 -0.01
N 2.67 0.55 0.00
O 0.36 0.72 0.56
H -2.38 1.09 -0.57
H -2.76 -0.51 0.09
H -2.57 0.85 1.18
H -0.88 -1.86 -0.99
H 3.04 1.03 0.80
H 3.29 -0.15 -0.39
*
```

The LUMO energy comes out at 0.94 eV. The largest force on an atom is 0.0101 hartree/bohr. As for the HOMO-LUMO gap: 0.332 Ha. As for the SMILES: Cc1cnc(N)o1.

C27H41BrN2P2V | the ωB97M-V functional and the def2-TZVPD basis

```
! wB97M-V def2-TZVPD RIJCOSX def2/J DEFGRID3
* xyz 2 4
C 3.14 4.82 -1.24
C 1.98 4.16 -1.72
C 1.84 3.95 -3.10
C 2.89 4.34 -3.95
N 3.99 4.93 -3.49
C 4.12 5.18 -2.18
C 1.02 3.51 -0.87
C 0.11 2.89 -0.31
C -1.14 2.65 0.33
C -1.18 2.10 1.64
C -2.39 1.54 2.10
C -3.46 1.44 1.13
C -3.50 2.17 -0.05
C -2.33 2.84 -0.44
V -3.31 -0.42 1.55
P 0.95 -0.48 -0.24
H 0.99 3.43 -3.52
H 3.36 4.97 -0.17
H 2.82 4.16 -5.03
H 5.05 5.69 -1.88
H -2.27 3.46 -1.36
H -0.28 2.10 2.27
H -4.33 2.21 -0.77
H -2.51 1.46 3.20
C 1.78 -2.11 0.01
C 3.01 -2.47 -0.82
H 0.99 -2.85 -0.16
H 2.03 -2.16 1.08
H 3.30 -3.50 -0.58
H 2.82 -2.42 -1.90
H 3.87 -1.83 -0.60
C 1.32 0.10 -1.99
C 2.73 0.54 -2.35
H 0.63 0.95 -2.13
H 0.99 -0.71 -2.66
H 2.74 0.78 -3.43
H 3.03 1.45 -1.82
H 3.49 -0.24 -2.19
C 1.99 0.67 0.78
C 3.49 0.44 0.84
H 1.56 0.61 1.80
H 1.77 1.68 0.42
H 3.95 1.22 1.46
H 3.74 -0.53 1.28
H 3.97 0.50 -0.14
Br -4.71 -2.20 2.34
P -1.47 -1.69 -1.70
C -0.58 -2.78 -2.86
C -1.25 -4.06 -3.33
H 0.37 -3.04 -2.35
H -0.31 -2.14 -3.72
H -0.53 -4.60 -3.95
H -1.53 -4.71 -2.50
H -2.14 -3.87 -3.94
C -2.59 -2.87 -0.76
C -3.94 -3.25 -1.36
H -2.75 -2.41 0.24
H -1.99 -3.78 -0.62
H -4.47 -3.91 -0.65
H -4.61 -2.40 -1.57
H -3.82 -3.83 -2.30
C -2.70 -0.67 -2.63
C -3.19 -1.22 -3.96
H -2.19 0.29 -2.78
H -3.53 -0.46 -1.94
H -3.78 -0.44 -4.46
H -2.35 -1.47 -4.63
H -3.83 -2.10 -3.85
C 0.20 -0.93 4.20
C -0.70 -0.92 3.08
N -1.66 -1.01 2.41
H 1.08 -1.54 3.97
H -0.32 -1.35 5.07
H 0.52 0.10 4.42
*
```

The LUMO energy (spin up / spin down) comes out at -7.31 / -8.14 eV. The largest force on an atom is 0.0870 hartree/bohr. As for the HOMO-LUMO gap (spin up / spin down): 0.241 / 0.215 Ha.

C2H4NO2 | the ωB97M-V functional and the def2-TZVPD basis

```
! wB97M-V def2-TZVPD RIJCOSX def2/J DEFGRID3
* xyz 1 1
C 1.07 0.28 0.20
C -0.17 -0.11 -0.47
N 2.36 -0.05 0.18
O 3.29 -0.69 0.38
O 2.11 1.19 -0.29
H 0.52 0.79 2.14
H -0.61 -0.98 0.02
H 0.02 -0.34 -1.52
H -0.89 0.71 -0.43
*
```

The LUMO energy (spin up / spin down) comes out at -8.12 / -7.62 eV. The largest force on an atom is 0.0716 hartree/bohr. As for the HOMO-LUMO gap (spin up / spin down): 0.314 / 0.322 Ha.

C29H43N4O9PSeSi2TaTe | the ωB97M-V functional and the def2-TZVPD basis

```
! wB97M-V def2-TZVPD RIJCOSX def2/J DEFGRID3
* xyz 1 1
Ta -0.61 -0.16 1.18
O -0.31 -1.29 5.08
C -0.87 -1.08 4.03
N -0.43 -1.40 2.77
C 0.50 -2.38 2.44
C 1.45 -2.96 3.29
C 2.23 -3.98 2.77
C 2.10 -4.39 1.44
C 1.18 -3.79 0.60
C 0.36 -2.78 1.11
N -0.63 -2.11 0.33
C -1.49 -2.96 -0.35
O -1.64 -4.11 -0.04
C -2.15 -2.42 -1.60
C -3.03 -3.26 -2.28
C -3.50 -2.83 -3.51
C -3.08 -1.61 -4.01
C -2.23 -0.84 -3.24
N -1.78 -1.23 -2.05
C -2.25 -0.49 3.94
C -2.91 -0.04 5.07
C -4.21 0.41 4.94
C -4.80 0.36 3.68
C -4.04 -0.08 2.60
N -2.79 -0.49 2.71
H 1.54 -2.64 4.31
H 2.96 -4.46 3.41
H 2.73 -5.18 1.06
H 1.07 -4.11 -0.43
H -3.29 -4.22 -1.86
H -4.18 -3.45 -4.08
H -3.41 -1.26 -4.98
H -1.91 0.13 -3.58
H -2.39 -0.06 6.02
H -4.77 0.76 5.79
H -5.82 0.66 3.53
H -4.49 -0.13 1.62
C 3.94 -0.60 2.73
Si 4.14 0.14 1.02
C 3.98 2.01 1.05
C 5.87 -0.28 0.41
C 3.00 -0.75 -0.24
Te 1.13 -0.13 -1.05
C 1.89 1.69 -1.85
Si 2.45 1.47 -3.64
C 0.98 0.86 -4.62
C 3.86 0.26 -3.78
C 2.96 3.15 -4.30
H 4.62 -0.09 3.41
H 4.23 -1.65 2.71
H 2.94 -0.54 3.15
H 4.49 2.38 1.94
H 2.97 2.41 1.07
H 4.49 2.44 0.19
H 6.63 0.13 1.08
H 6.05 0.13 -0.58
H 6.03 -1.35 0.37
H 2.83 -1.77 0.12
H 3.57 -0.86 -1.17
H 2.67 2.02 -1.16
H 1.08 2.42 -1.82
H 0.61 -0.12 -4.33
H 1.27 0.80 -5.67
H 0.14 1.56 -4.56
H 3.59 -0.77 -3.55
H 4.71 0.52 -3.15
H 4.21 0.27 -4.81
H 2.15 3.87 -4.20
H 3.20 3.07 -5.36
H 3.83 3.55 -3.80
O 0.63 3.12 3.44
Se 0.39 2.32 2.08
O 0.65 3.00 0.65
O -1.23 1.60 2.01
O 1.03 0.69 2.08
C -3.43 3.18 1.44
O -3.66 2.13 0.50
P -2.79 0.98 -0.15
O -1.65 1.67 -1.03
C -1.82 2.90 -1.79
O -3.85 0.38 -1.17
C -5.29 0.44 -1.12
H -4.32 3.81 1.39
H -2.55 3.75 1.15
H -3.30 2.77 2.44
H -1.52 2.70 -2.81
H -1.17 3.65 -1.34
H -2.86 3.23 -1.76
H -5.65 -0.36 -0.47
H -5.63 0.27 -2.13
H -5.61 1.41 -0.75
*
```

The LUMO energy comes out at -3.91 eV. The largest force on an atom is 0.0597 hartree/bohr. As for the HOMO-LUMO gap: 0.259 Ha.

C33H30BrCl6F3IrNO | the ωB97M-V functional and the def2-TZVPD basis

```
! wB97M-V def2-TZVPD RIJCOSX def2/J DEFGRID3
* xyz 0 5
Ir -1.96 1.24 -0.59
Cl -0.27 1.19 -3.59
C -1.99 0.98 -3.75
C -2.76 0.95 -2.60
C -4.13 0.86 -2.78
Cl -5.17 0.89 -1.38
C -4.73 0.78 -4.04
Cl -6.44 0.67 -4.20
C -3.92 0.79 -5.17
Cl -4.63 0.69 -6.73
C -2.54 0.89 -5.03
Cl -1.54 0.94 -6.43
C 4.46 1.31 3.85
C 3.79 -0.07 3.80
C 4.86 -1.12 3.50
C 3.18 -0.39 5.17
C 2.69 -0.05 2.73
C 1.60 0.79 2.89
C 0.63 0.84 1.91
Br -0.87 1.96 2.23
C 0.68 0.09 0.73
O -0.26 0.19 -0.21
C 1.76 -0.82 0.59
C 2.73 -0.83 1.59
C 1.95 -1.83 -0.55
C 3.31 -1.60 -1.23
C 1.92 -3.24 0.06
C 0.89 -1.80 -1.66
H 5.23 1.33 4.61
H 3.73 2.09 4.08
H 4.92 1.56 2.89
H 5.61 -1.11 4.29
H 5.38 -0.91 2.56
H 4.44 -2.12 3.45
H 3.96 -0.43 5.93
H 2.66 -1.35 5.15
H 2.46 0.37 5.47
H 1.48 1.41 3.77
H 3.55 -1.52 1.47
H 4.15 -1.70 -0.54
H 3.35 -0.59 -1.66
H 3.45 -2.32 -2.04
H 2.71 -3.40 0.79
H 2.03 -3.99 -0.73
H 0.97 -3.42 0.57
H 0.85 -0.83 -2.15
H -0.10 -2.03 -1.28
H 1.16 -2.55 -2.41
Cl 1.40 5.12 -4.40
C 0.24 4.64 -3.21
C -1.08 4.43 -3.59
C -2.00 4.03 -2.64
C -1.63 3.84 -1.30
C -2.61 3.33 -0.33
C -0.29 4.07 -0.95
C 0.64 4.47 -1.89
H -1.37 4.57 -4.62
H -3.03 3.86 -2.94
H -3.64 3.39 -0.65
H -2.47 3.65 0.70
H 0.03 3.93 0.08
H 1.67 4.64 -1.62
F -2.91 -5.68 0.72
C -3.00 -4.76 1.69
F -4.14 -4.99 2.36
F -1.98 -4.97 2.55
C -2.96 -3.36 1.15
C -2.93 -2.29 2.04
C -2.88 -1.01 1.53
N -2.84 -0.77 0.21
C -2.88 -1.79 -0.64
C -2.95 -3.11 -0.21
H -2.94 -2.45 3.11
H -2.84 -0.15 2.18
H -2.85 -1.54 -1.69
H -2.97 -3.91 -0.94
*
```

The LUMO energy (spin up / spin down) comes out at -0.45 / -1.82 eV. The largest force on an atom is 0.0109 hartree/bohr. As for the HOMO-LUMO gap (spin up / spin down): 0.233 / 0.231 Ha.

C32H96K4O40P2 | the ωB97M-V functional and the def2-TZVPD basis

```
! wB97M-V def2-TZVPD RIJCOSX def2/J DEFGRID3
* xyz -2 1
K 1.94 6.25 -24.51
K -4.14 4.71 -23.23
K -1.33 1.66 -22.78
K -2.64 3.55 -19.82
P -0.93 4.80 -23.57
O 0.36 4.04 -23.74
O -0.64 6.29 -23.33
O -1.74 4.14 -22.39
O -1.65 4.72 -24.98
P -5.35 1.56 -18.43
O -5.70 2.29 -17.11
O -3.85 1.10 -18.35
O -5.50 2.63 -19.63
O -6.29 0.33 -18.65
C -5.27 9.51 -24.12
C -6.18 10.67 -24.54
O -5.34 11.70 -25.12
O -4.70 9.75 -22.88
H -4.48 9.40 -24.87
H -5.70 8.51 -24.20
H -6.86 11.02 -23.76
H -6.87 10.44 -25.35
H -4.67 11.98 -24.50
H -4.10 9.04 -22.63
C 1.13 3.71 -19.95
C 2.38 3.62 -20.90
O 2.30 4.49 -22.04
O 0.05 3.13 -20.64
H 0.84 4.67 -19.53
H 1.35 3.16 -19.04
H 2.54 2.60 -21.27
H 3.33 3.85 -20.42
H 1.51 4.25 -22.53
H -0.15 3.70 -21.39
C -6.08 1.80 -22.86
C -7.06 1.05 -21.99
O -7.65 2.02 -21.12
O -4.92 2.19 -22.14
H -6.53 2.66 -23.36
H -5.77 1.16 -23.68
H -6.61 0.27 -21.36
H -7.88 0.72 -22.62
H -6.98 2.23 -20.46
H -5.25 2.24 -21.24
C -6.45 5.69 -20.73
C -7.00 5.70 -19.32
O -7.38 4.38 -18.89
O -5.18 4.97 -20.68
H -6.28 6.72 -21.05
H -7.09 5.15 -21.43
H -7.83 6.39 -19.43
H -6.27 6.09 -18.60
H -6.70 3.78 -19.19
H -5.32 4.22 -20.11
C 2.13 2.24 -25.86
C 2.64 1.70 -24.53
O 1.55 1.69 -23.61
O 1.83 3.60 -25.79
H 1.29 1.65 -26.24
H 2.91 2.13 -26.61
H 3.46 2.27 -24.10
H 2.94 0.65 -24.50
H 1.15 2.56 -23.61
H 1.23 3.79 -25.06
C -1.88 1.70 -26.52
C -1.83 2.60 -27.75
O -0.85 3.62 -27.51
O -2.69 2.29 -25.55
H -0.88 1.53 -26.12
H -2.37 0.76 -26.77
H -2.77 3.10 -27.98
H -1.61 2.02 -28.65
H -1.06 4.12 -26.72
H -2.27 3.12 -25.30
C -6.56 4.05 -26.47
C -6.34 5.26 -27.37
O -6.35 6.38 -26.48
O -5.41 3.79 -25.60
H -6.70 3.23 -27.17
H -7.46 4.25 -25.88
H -7.13 5.27 -28.13
H -5.42 5.08 -27.91
H -5.50 6.35 -26.04
H -4.68 3.43 -26.11
C 1.26 8.98 -22.05
C 0.74 9.31 -23.43
O -0.61 8.96 -23.71
O 1.30 7.60 -21.94
H 0.49 9.33 -21.36
H 2.27 9.32 -21.84
H 1.29 8.83 -24.23
H 0.83 10.38 -23.62
H -0.61 8.02 -23.56
H 0.52 7.22 -22.36
C -3.15 6.99 -26.98
C -1.86 7.71 -26.45
O -0.75 6.79 -26.25
O -3.62 6.11 -25.88
H -2.91 6.40 -27.86
H -4.01 7.62 -27.22
H -2.19 8.37 -25.65
H -1.51 8.38 -27.24
H -0.92 6.15 -25.56
H -2.84 5.62 -25.60
C -0.57 -1.60 -23.41
C 0.95 -1.81 -23.11
O 1.31 -0.87 -22.21
O -0.93 -0.61 -24.42
H -1.05 -1.21 -22.51
H -0.93 -2.61 -23.58
H 1.56 -1.80 -24.02
H 1.08 -2.82 -22.72
H 1.78 -0.16 -22.66
H -0.57 -0.81 -25.29
C -0.85 11.51 -25.97
C -1.58 12.38 -27.02
O -1.65 11.64 -28.27
O -1.50 11.57 -24.68
H 0.23 11.66 -26.06
H -0.97 10.44 -26.16
H -1.01 13.31 -27.11
H -2.59 12.67 -26.74
H -2.24 12.04 -28.90
H -1.39 10.75 -24.18
C 3.72 6.60 -27.47
C 2.20 6.96 -27.48
O 1.81 8.07 -26.65
O 4.22 5.97 -26.29
H 4.35 7.49 -27.42
H 4.04 6.05 -28.35
H 1.59 6.06 -27.41
H 2.05 7.30 -28.50
H 0.85 8.10 -26.68
H 5.18 5.95 -26.36
C 4.05 6.68 -19.62
C 3.25 7.93 -19.14
O 1.87 7.60 -19.11
O 4.02 6.42 -20.99
H 3.73 5.76 -19.13
H 5.09 6.87 -19.37
H 3.37 8.79 -19.80
H 3.62 8.20 -18.16
H 1.46 7.31 -19.93
H 3.15 6.08 -21.21
C 2.13 2.84 -29.16
C 1.39 3.67 -30.23
O 0.80 4.88 -29.77
O 2.99 1.95 -29.75
H 1.37 2.39 -28.52
H 2.79 3.43 -28.53
H 0.59 3.04 -30.63
H 2.07 3.78 -31.07
H 0.19 4.55 -29.11
H 2.54 1.34 -30.34
C -1.80 -1.24 -19.53
C -1.29 0.18 -19.93
O -2.47 0.88 -20.43
O -2.78 -1.29 -18.47
H -0.92 -1.85 -19.33
H -2.28 -1.65 -20.42
H -0.56 0.10 -20.74
H -0.90 0.68 -19.04
H -3.17 0.86 -19.77
H -3.16 -0.41 -18.47
C -2.53 7.85 -21.15
C -2.08 6.91 -20.01
O -0.99 6.13 -20.40
O -2.92 7.18 -22.31
H -1.65 8.45 -21.39
H -3.27 8.55 -20.74
H -2.93 6.28 -19.73
H -1.81 7.46 -19.11
H -1.19 5.78 -21.27
H -2.17 6.87 -22.82
*
```

The LUMO energy comes out at 2.25 eV. The largest force on an atom is 0.0952 hartree/bohr. As for the HOMO-LUMO gap: 0.089 Ha.

C19H35BIO3 | the ωB97M-V functional and the def2-TZVPD basis

```
! wB97M-V def2-TZVPD RIJCOSX def2/J DEFGRID3
* xyz -1 1
C 1.51 -0.36 5.93
C 0.52 -1.39 5.98
B -0.72 -1.55 4.88
C -0.01 -2.03 3.47
C -1.03 -2.71 2.41
C -0.75 -2.06 0.96
C -0.09 -3.11 -0.08
C -0.88 -3.10 -1.49
C -0.58 -1.77 -2.35
C 0.98 -1.53 -2.65
C 1.63 -0.55 -1.54
C 2.25 0.70 -2.32
C 3.13 1.69 -1.43
C 2.47 2.11 -0.03
C -1.49 -0.09 4.82
C -1.86 0.42 3.37
O -1.08 0.81 2.49
I -4.01 0.41 2.81
H 1.97 0.13 6.86
H 1.84 -0.01 4.89
H 0.64 -2.16 6.82
H -1.45 -2.41 5.25
H 0.73 -2.86 3.76
H 0.63 -1.20 3.02
H -1.00 -3.84 2.41
H -2.09 -2.41 2.77
H -1.76 -1.71 0.51
H -0.08 -1.15 0.98
H -0.17 -4.16 0.34
H 1.00 -2.82 -0.21
H -0.60 -4.01 -2.14
H -1.99 -3.08 -1.22
H -1.05 -0.87 -1.83
H -1.14 -1.88 -3.34
H 1.05 -1.03 -3.68
H 1.58 -2.50 -2.70
H 0.79 -0.20 -0.85
H 2.43 -1.15 -0.97
H 2.96 0.26 -3.12
H 1.46 1.29 -2.92
H 4.21 1.32 -1.30
H 3.23 2.67 -2.04
H 1.92 3.09 -0.16
H 3.35 2.22 0.71
H 1.78 1.34 0.42
H -2.49 -0.23 5.37
H -0.96 0.76 5.36
O -0.96 0.85 -3.61
C -1.04 2.03 -3.78
O 0.03 2.85 -3.97
C -0.41 4.21 -4.04
C -1.87 4.13 -4.44
C -2.31 2.84 -3.79
H -0.27 4.67 -3.06
H 0.19 4.75 -4.77
H -2.45 5.00 -4.12
H -1.95 4.05 -5.53
H -2.65 2.98 -2.76
H -3.08 2.34 -4.38
*
```

The LUMO energy comes out at 2.18 eV. The largest force on an atom is 0.0858 hartree/bohr. As for the HOMO-LUMO gap: 0.233 Ha.

Please write out number 1 again, unchanged.
C4H6N2O | the ωB97M-V functional and the def2-TZVPD basis

```
! wB97M-V def2-TZVPD RIJCOSX def2/J DEFGRID3
* xyz 0 1
C -2.18 0.40 0.26
C -0.76 -0.05 0.22
C -0.30 -1.09 -0.51
N 1.07 -1.03 -0.65
C 1.39 0.05 -0.01
N 2.67 0.55 0.00
O 0.36 0.72 0.56
H -2.38 1.09 -0.57
H -2.76 -0.51 0.09
H -2.57 0.85 1.18
H -0.88 -1.86 -0.99
H 3.04 1.03 0.80
H 3.29 -0.15 -0.39
*
```

The LUMO energy comes out at 0.94 eV. The largest force on an atom is 0.0101 hartree/bohr. As for the HOMO-LUMO gap: 0.332 Ha. As for the SMILES: Cc1cnc(N)o1.